The following is a quantum chemistry calculation of an isolated molecule of CH2N2O3S, from the OMol25 dataset.

```
9
Properties=species:S:1:pos:R:3:forces:R:3:nbo_charge:R:1
C 1.2359 0.6012 0.1760 -0.399 -2.036 0.355 -0.11
N 1.8502 1.5512 0.3621 0.100 0.314 -0.079 -0.26
N -1.4627 0.6995 0.0407 -0.096 -1.001 -2.511 -0.45
O 0.1729 -1.1215 -1.3854 -0.330 -0.561 -0.637 -0.88
O 0.9165 -2.0134 0.8256 -0.344 -0.020 0.013 -0.83
O -1.0248 -0.5126 0.6808 0.156 -0.384 0.311 -0.56
S 0.3015 -1.0389 0.0163 1.622 2.212 0.452 2.38
H -1.2485 0.4762 -0.9963 -0.938 0.726 1.703 0.36
H -0.7410 1.3584 0.2802 0.231 0.750 0.393 0.35
```
Forces are in eV/Å.

Properties
Frontier orbital gap in eV: 12.7058
Relative energy (zero: lowest compared OMol25 entry of this formula, charge and spin) in eV: 2.9876
E_HOMO in eV: -12.16
Electronic energy in eV: -21023.4361